Here is an isolated molecule of C26H35F3N4O4 from the OMol25 dataset. Energies are from ωB97M-V with the def2-TZVPD basis set.

```
72
Properties=species:S:1:pos:R:3:forces:R:3:lowdin_charge:R:1
C -7.6875 -1.7175 1.9241 0.2054 0.1152 -0.0328 -0.09
C -6.5176 -0.9653 1.2961 -0.1444 -0.0406 -0.1258 -0.20
C -6.6649 -0.6725 -0.2077 0.0213 0.0486 -0.1328 -0.52
C -6.8509 -1.9820 -0.9874 0.0182 0.1907 0.1805 -0.05
C -7.9013 0.2031 -0.4566 0.1846 -0.1502 0.0999 -0.05
C -5.4121 0.0654 -0.7606 0.0185 -0.0886 0.3754 -0.28
C -4.1190 -0.7519 -0.6740 -0.1134 0.0237 -0.2789 -0.14
C -2.9831 -0.0420 -1.4054 0.0001 -0.0505 0.4150 -0.09
C -2.7236 1.3533 -0.8200 -0.3597 -0.0780 -0.3618 -0.35
C -4.0266 2.1654 -0.8174 0.0450 -0.1051 0.3818 -0.09
C -5.1451 1.4196 -0.0953 -0.1124 0.0148 -0.2872 -0.14
N -1.6751 2.0389 -1.5473 -0.2009 -0.0526 -0.1698 0.17
C -0.6171 2.3866 -0.7865 -0.0259 -0.0198 -0.0990 -0.49
O 0.3859 2.9661 -1.1124 0.2998 0.2947 0.0273 0.11
N -0.8904 1.8971 0.5022 0.2177 0.0766 0.1326 0.05
C -0.0168 2.0918 1.6313 0.2262 0.2071 0.2181 0.00
C 1.3219 1.3476 1.5604 -0.4267 0.0731 -0.0347 -0.45
O 2.2120 1.5942 2.3363 -0.0695 0.0734 0.2882 0.10
N 1.3915 0.4252 0.5648 -0.1981 -0.2334 -0.2213 0.13
C 2.4786 -0.4402 0.3268 0.2483 -0.1421 0.1332 -0.13
C 2.1761 -1.7693 0.0918 0.3673 -0.1633 -0.0710 0.05
C 3.1795 -2.7153 -0.0671 -0.0241 0.0426 -0.0661 -0.13
C 2.8083 -4.1425 -0.3074 -0.1315 -0.2815 0.0396 -0.59
F 1.7416 -4.2675 -1.1223 -0.1434 0.1795 -0.0909 0.13
F 2.4718 -4.7941 0.8273 0.0029 0.0741 0.1788 0.13
F 3.7947 -4.8599 -0.8653 0.2732 0.0856 -0.0492 0.14
C 4.5073 -2.3243 0.0532 -0.3302 -0.1489 -0.0246 -0.01
C 4.8134 -0.9977 0.2500 -0.0277 0.1196 0.0645 0.01
C 3.8259 0.0006 0.3440 -0.1289 -0.3761 -0.0428 -0.15
N 4.1540 1.3173 0.4732 0.2314 0.2343 0.0102 -0.10
C 3.5073 2.3721 -0.2784 0.1508 0.1672 -0.5239 -0.13
C 4.4287 2.7973 -1.4311 -0.4418 -0.0361 0.0670 -0.17
O 5.6915 3.2190 -0.9673 0.0828 0.1337 0.0302 -0.13
C 6.3289 2.2004 -0.2299 0.0375 -0.1512 0.3214 -0.19
C 5.4477 1.7554 0.9447 0.2621 0.0560 -0.2321 -0.13
C -2.1118 1.2794 0.5758 -0.0172 0.0193 -0.1775 -0.35
O -2.5707 0.7805 1.5712 -0.1542 -0.1205 0.1859 0.13
H -7.4913 -1.8679 2.9836 -0.0572 -0.0499 0.0863 0.07
H -7.8220 -2.6938 1.4672 -0.0754 -0.1268 -0.0215 0.07
H -8.6139 -1.1576 1.8319 -0.1492 0.0137 0.0118 0.07
H -5.6128 -1.5531 1.4553 0.1143 0.0380 0.0383 0.11
H -6.3969 -0.0215 1.8294 0.1068 0.0491 0.0378 0.11
H -6.1306 -2.7338 -0.6771 0.0912 -0.1437 -0.0175 0.08
H -7.8461 -2.3848 -0.8213 -0.0959 -0.0936 0.0047 0.08
H -6.7373 -1.8096 -2.0557 0.0148 -0.0054 -0.1634 0.09
H -8.8107 -0.3737 -0.3128 -0.1309 -0.0223 0.0210 0.08
H -7.9326 1.0493 0.2242 -0.0470 0.1495 0.0535 0.08
H -7.9046 0.5777 -1.4782 -0.0261 0.0685 -0.1453 0.09
H -5.6140 0.2523 -1.8240 -0.0390 -0.0039 -0.0576 0.14
H -4.2502 -1.7343 -1.1249 0.0054 -0.0746 0.0339 0.11
H -3.8366 -0.8841 0.3698 -0.0178 -0.1026 0.0187 0.11
H -2.0690 -0.6385 -1.3501 0.0641 0.0324 -0.0757 0.12
H -3.2399 0.0785 -2.4613 0.0414 0.0316 -0.0476 0.13
H -3.8490 3.1326 -0.3412 0.0380 0.0510 -0.0806 0.13
H -4.3123 2.3476 -1.8570 0.0393 0.0279 -0.0475 0.13
H -6.0373 2.0437 -0.1153 -0.0440 0.0317 0.0655 0.11
H -4.8514 1.2674 0.9425 -0.0843 0.0324 0.0560 0.11
H -1.7591 2.3150 -2.5102 0.1099 0.0380 0.0327 0.17
H 0.2133 3.1554 1.7441 0.0140 -0.1609 0.0178 0.15
H -0.5557 1.7510 2.5213 0.0973 0.0609 -0.1372 0.14
H 0.5217 0.1431 0.1348 0.1286 0.1783 0.0490 0.14
H 1.1415 -2.0807 0.0571 -0.1172 -0.0042 0.0302 0.13
H 5.2951 -3.0552 -0.0406 0.0827 -0.0465 -0.0207 0.12
H 5.8531 -0.7176 0.2929 0.0880 0.0840 -0.0311 0.10
H 2.5540 2.0560 -0.6928 0.0440 0.0242 0.0632 0.10
H 3.3397 3.2273 0.3835 -0.0717 -0.0138 -0.0226 0.14
H 3.9986 3.6462 -1.9635 -0.0218 -0.0626 -0.0338 0.13
H 4.5505 1.9525 -2.1285 -0.0311 0.0686 0.0373 0.13
H 7.2699 2.6241 0.1248 -0.0083 -0.0900 -0.0017 0.13
H 6.5406 1.3421 -0.8876 0.0075 0.0522 0.0615 0.12
H 5.9286 0.9754 1.5319 0.0059 0.0240 0.0295 0.12
H 5.2738 2.6194 1.5960 0.0808 -0.0469 0.0276 0.14
```
Positions in Å, forces in eV/Å.

SMILES: CCC(C)(C)[C@H]1CC[C@@]2(CC1)NC(=O)N(CC(=O)Nc1cc(C(F)(F)F)ccc1N1CCOCC1)C2=O
Kohn-Sham gap (eV): 8.1
HOMO level (Eh): -0.2818
E_tot (Eh): -1831.4400
Largest force on an atom (eV/Å): 0.6